Below is a cluster of 10 separate species, C23H66O10 in total in a non-equilibrium geometry, with properties calculated with the ωB97M-V functional and the def2-TZVPD basis.

Properties
* charge: 0
* HOMO level: -0.3497 Eh
* gap between HOMO and LUMO: 9.9652 eV
* SMILES string: CC(C)O.CC(C)O.CC(C)O.CC(C)O.CC(C)O.CC(C)O.CC(C)O.CO.CO.O
* ΔE to the lowest compared entry with this formula, charge and spin: 0.0 kcal/mol
* energy: -45394.89398 eV

Last columns: bonded neighbours and bond lengths (Å).
CARTESIAN COORDINATES (ANGSTROEM)
1 O 15.1159 14.1625 5.3915  H2 0.984, H3 0.992
2 H 15.0834 15.1231 5.1786  O1 0.984
3 H 16.0784 13.9276 5.4367  O1 0.992
4 C 17.4323 13.9898 8.3044  C5 1.537, H8 1.078, H9 1.074, H10 1.104
5 C 18.2234 13.0894 7.3426  C4 1.537, C6 1.567, O7 1.421, H11 1.098
6 C 18.4159 11.6724 7.9834  C5 1.567, H12 1.074, H13 1.088, H14 1.098
7 O 17.6135 12.9899 6.0635  C5 1.421, H15 0.960
8 H 17.7830 14.1557 9.3103  C4 1.078
9 H 16.5449 13.4212 8.5114  C4 1.074
10 H 17.3454 15.0061 7.8807  C4 1.104
11 H 19.2184 13.5310 7.2020  C5 1.098
12 H 18.8027 11.7923 8.9782  C6 1.074
13 H 19.0360 11.0561 7.3349  C6 1.088
14 H 17.4593 11.1598 8.1525  C6 1.098
15 H 18.1058 12.4604 5.4322  O7 0.960
16 C 12.4190 11.2638 11.9746  C17 1.515, H20 1.081, H21 1.087, H22 1.085
17 C 11.2298 10.6893 11.2321  C16 1.515, C18 1.503, O19 1.426, H23 1.083
18 C 11.4177 9.2579 10.8122  C17 1.503, H24 1.094, H25 1.082, H26 1.098
19 O 10.0423 10.8539 12.0047  C17 1.426, H27 0.977
20 H 12.5443 10.7241 12.9028  C16 1.081
21 H 12.3521 12.3120 12.2555  C16 1.087
22 H 13.2971 11.2108 11.3398  C16 1.085
23 H 11.0620 11.2291 10.3081  C17 1.083
24 H 11.2750 8.6023 11.6760  C18 1.094
25 H 12.3468 9.0739 10.2900  C18 1.082
26 H 10.6373 8.9885 10.0876  C18 1.098
27 H 9.9982 10.1379 12.6675  O19 0.977
28 C 14.6795 19.1063 9.5123  C29 1.532, H32 1.104, H33 1.088, H34 1.100
29 C 14.5961 17.7368 8.8313  C28 1.532, C30 1.514, O31 1.456, H35 1.089
30 C 14.3980 17.8398 7.3343  C29 1.514, H36 1.094, H37 1.106, H38 1.073
31 O 15.8015 16.9620 9.0908  C29 1.456, H39 0.952
32 H 15.1580 19.0794 10.5068  C28 1.104
33 H 13.7347 19.5840 9.7630  C28 1.088
34 H 15.2675 19.7806 8.8725  C28 1.100
35 H 13.7879 17.0908 9.1709  C29 1.089
36 H 13.3666 18.0546 7.0412  C30 1.094
37 H 14.6140 16.8423 6.9090  C30 1.106
38 H 15.1883 18.4271 6.9071  C30 1.073
39 H 16.4916 17.5246 8.7531  O31 0.952
40 C 8.8950 10.7691 7.9793  C41 1.520, H44 1.087, H45 1.091, H46 1.093
41 C 7.6619 11.3802 7.3346  C40 1.520, C42 1.536, O43 1.446, H47 1.108
42 C 7.3545 12.7261 8.0072  C41 1.536, H48 1.095, H49 1.109, H50 1.108
43 O 7.9108 11.5975 5.9270  C41 1.446, H51 0.966
44 H 9.7215 11.4752 7.9755  C40 1.087
45 H 9.2074 9.8372 7.5059  C40 1.091
46 H 8.6685 10.5263 9.0203  C40 1.093
47 H 6.8097 10.6903 7.4906  C41 1.108
48 H 8.2262 13.3849 8.0740  C42 1.095
49 H 7.0539 12.4927 9.0485  C42 1.109
50 H 6.5262 13.2522 7.4926  C42 1.108
51 H 7.2249 12.1976 5.6053  O43 0.966
52 C 13.7329 8.2654 8.0966  C53 1.534, H56 1.094, H57 1.081, H58 1.090
53 C 14.6255 7.9646 6.8857  C52 1.534, C54 1.512, O55 1.432, H59 1.108
54 C 16.0417 8.3555 7.2442  C53 1.512, H60 1.094, H61 1.106, H62 1.089
55 O 14.5626 6.5780 6.5336  C53 1.432, H63 0.957
56 H 13.8682 9.2950 8.4410  C52 1.094
57 H 13.9904 7.5576 8.8727  C52 1.081
58 H 12.6721 8.2325 7.8469  C52 1.090
59 H 14.2840 8.5900 6.0373  C53 1.108
60 H 16.8085 8.0613 6.5210  C54 1.094
61 H 16.3333 7.8914 8.2046  C54 1.106
62 H 16.1365 9.4359 7.3452  C54 1.089
63 H 14.9575 6.4901 5.6659  O55 0.957
64 C 9.0617 17.5102 5.8580  C65 1.511, H68 1.089, H69 1.089, H70 1.099
65 C 9.6871 16.1413 5.9882  C64 1.511, C66 1.554, O67 1.415, H71 1.108
66 C 8.9212 15.0855 5.1439  C65 1.554, H72 1.112, H73 1.084, H74 1.105
67 O 11.0049 16.3181 5.5032  C65 1.415, H75 0.973
68 H 9.2416 17.8483 4.8382  C64 1.089
69 H 9.5874 18.2254 6.4895  C64 1.089
70 H 7.9781 17.4694 6.0362  C64 1.099
71 H 9.6799 15.8180 7.0474  C65 1.108
72 H 7.8234 15.2439 5.2242  C66 1.112
73 H 9.1569 14.0444 5.3345  C66 1.084
74 H 9.1679 15.2561 4.0804  C66 1.105
75 H 11.4812 15.4723 5.5713  O67 0.973
76 C 12.9948 12.3346 7.5496  C77 1.514, H80 1.097, H81 1.092, H82 1.094
77 C 12.1131 13.5231 7.2274  C76 1.514, C78 1.493, O79 1.453, H83 1.100
78 C 12.3795 14.5392 8.2890  C77 1.493, H84 1.087, H85 1.081, H86 1.084
79 O 12.4559 14.0238 5.9071  C77 1.453, H87 0.964
80 H 12.8530 11.4765 6.8814  C76 1.097
81 H 12.6814 11.9323 8.5148  C76 1.092
82 H 14.0638 12.5654 7.5822  C76 1.094
83 H 11.0690 13.1821 7.1708  C77 1.100
84 H 11.9415 15.5213 8.1319  C78 1.087
85 H 13.4239 14.7308 8.4896  C78 1.081
86 H 12.0719 14.2491 9.2867  C78 1.084
87 H 13.4083 13.9125 5.8089  O79 0.964
88 C 11.2874 8.4323 5.2063  O89 1.417, H90 1.083, H91 1.080, H92 1.090
89 O 12.0910 9.5938 5.3180  C88 1.417, H93 0.955
90 H 10.5270 8.4717 5.9762  C88 1.083
91 H 10.7438 8.3095 4.2816  C88 1.080
92 H 11.9864 7.6075 5.3486  C88 1.090
93 H 11.5659 10.3860 5.4129  O89 0.955
94 C 14.5956 14.3176 11.5326  O95 1.402, H96 1.101, H97 1.088, H98 1.087
95 O 15.8148 15.0026 11.4302  C94 1.402, H99 0.980
96 H 14.3919 13.7312 10.6228  C94 1.101
97 H 14.6810 13.6488 12.3870  C94 1.088
98 H 13.7982 15.0362 11.7031  C94 1.087
99 H 15.7563 15.6144 10.6674  O95 0.980